Record 1
{
  "formula": "C16H28IrN3O8S5",
  "method": "wB97M-V/def2-TZVPD",
  "charge": 1,
  "s2": 8.7693,
  "homo_ev": [-10.014, -11.195],
  "orbital_gap_ha": [0.297, 0.253],
  "multiplicity": 6,
  "symbols": ["Ir", "S", "S", "S", "S", "S", "O", "O", "O", "O", "O", "O", "O", "O", "N", "N", "N", "C", "C", "C", "C", "C", "C", "C", "C", "C", "C", "C", "C", "C", "C", "C", "C", "H", "H", "H", "H", "H", "H", "H", "H", "H", "H", "H", "H", "H", "H", "H", "H", "H", "H", "H", "H", "H", "H", "H", "H", "H", "H", "H", "H"],
  "xyz": [[-9.855, -5.599, 14.119], [-5.469, -4.638, 11.862], [-4.845, -6.233, 14.236], [-7.689, -6.122, 15.285], [-12.481, -5.581, 12.804], [-8.296, -4.280, 12.563], [-12.179, -6.116, 14.161], [-9.129, -7.071, 12.332], [-11.156, -5.034, 12.340], [-10.303, -3.689, 15.029], [-13.026, -6.590, 11.930], [-10.060, -8.206, 14.363], [-10.411, -6.505, 16.338], [-3.112, -5.643, 12.326], [-10.314, -1.640, 15.904], [-11.764, -7.855, 17.507], [-10.256, -8.245, 10.744], [-9.635, -7.505, 9.658], [-11.226, -1.200, 14.845], [-9.270, -3.458, 17.165], [-11.008, -7.615, 16.461], [-11.958, -6.839, 18.537], [-4.206, -5.490, 12.787], [-13.747, -4.297, 12.964], [-10.508, -8.804, 13.104], [-10.829, -8.703, 15.448], [-12.539, -9.086, 17.639], [-10.051, -0.668, 16.906], [-9.961, -2.918, 15.955], [-9.913, -7.990, 11.993], [-6.521, -5.692, 14.090], [-11.249, -9.247, 10.385], [-6.784, -4.900, 12.939], [-9.287, -8.226, 8.915], [-10.309, -6.776, 9.207], [-9.631, 0.232, 16.521], [-8.333, -2.949, 17.345], [-11.220, -6.928, 19.340], [-12.595, -9.389, 18.685], [-10.269, -9.590, 15.894], [-9.113, -4.539, 17.093], [-9.294, -1.013, 17.591], [-11.380, -9.938, 11.222], [-12.892, -6.952, 19.059], [-11.007, -0.406, 17.482], [-14.519, -4.814, 13.584], [-9.846, -3.197, 18.062], [-13.530, -9.049, 17.221], [-13.352, -3.471, 13.503], [-11.902, -5.879, 18.029], [-11.804, -9.101, 15.121], [-10.825, -9.905, 9.615], [-14.038, -4.008, 11.973], [-10.786, -0.327, 14.299], [-10.324, -9.874, 12.951], [-12.154, -0.932, 15.317], [-8.764, -6.945, 10.127], [-11.607, -8.715, 13.096], [-11.349, -1.972, 14.081], [-12.148, -8.743, 10.071], [-11.993, -9.861, 17.174]],
  "lowdin_charge": [1.316, 1.013, 1.008, 0.673, 0.471, 0.710, -0.403, -0.125, -0.479, -0.177, -0.297, -0.204, -0.129, -0.009, -0.136, -0.107, -0.122, 0.003, 0.000, 0.014, -0.407, 0.001, -1.001, -0.091, -0.080, -0.119, -0.009, -0.044, -0.439, -0.420, -1.053, -0.004, -1.141, 0.096, 0.103, 0.089, 0.093, 0.107, 0.108, 0.175, 0.038, 0.080, 0.085, 0.090, 0.135, 0.093, 0.104, 0.105, 0.037, 0.091, 0.139, 0.106, 0.068, 0.117, 0.145, 0.093, 0.115, 0.129, 0.081, 0.101, 0.066]
}

=====

Record 2
{
  "formula": "C5H9N5O",
  "method": "wB97M-V/def2-TZVPD",
  "charge": 2,
  "smiles": "Nc1cnc[nH]c(O)[nH+]c[nH+]1",
  "homo_ev": [-16.631, -16.632],
  "orbital_gap_ha": [0.279, 0.279],
  "symbols": ["O", "N", "N", "N", "N", "N", "C", "C", "C", "C", "C", "H", "H", "H", "H", "H", "H", "H", "H", "H"],
  "xyz": [[-1.624, -0.408, 1.905], [1.519, -0.647, -0.597], [0.222, -1.700, -2.197], [-0.617, 1.607, 1.173], [-0.565, 1.516, -1.081], [0.590, -0.393, 1.536], [1.604, -0.613, 0.725], [-0.650, 0.226, 1.275], [0.322, -0.726, -1.303], [-0.474, 2.226, -0.053], [-0.743, 0.181, -1.083], [-2.462, 0.067, 2.036], [2.564, -0.846, 1.176], [2.367, -0.907, -1.104], [-0.544, -1.727, -2.858], [-1.693, -0.123, -1.528], [-0.353, 3.298, -0.092], [0.936, -2.407, -2.323], [-1.058, 2.154, 1.910], [0.659, -0.779, 2.485]],
  "lowdin_charge": [0.186, 0.187, 0.267, 0.137, 0.108, 0.193, 0.025, -0.325, -0.237, -0.087, -0.055, 0.175, 0.191, 0.200, 0.160, 0.159, 0.162, 0.158, 0.187, 0.209]
}

=====

Record 3
{
  "formula": "C30H31BCl3F4N8S3Ti",
  "method": "wB97M-V/def2-TZVPD",
  "s2": 0.7724,
  "homo_ev": [-6.849, -6.885],
  "orbital_gap_ha": [0.197, 0.197],
  "multiplicity": 2,
  "symbols": ["Ti", "Cl", "Cl", "Cl", "S", "S", "S", "F", "F", "F", "F", "N", "N", "N", "N", "N", "N", "N", "N", "C", "C", "C", "C", "C", "C", "C", "C", "C", "C", "C", "C", "C", "C", "C", "C", "C", "C", "C", "C", "C", "C", "C", "C", "C", "C", "C", "C", "C", "C", "B", "H", "H", "H", "H", "H", "H", "H", "H", "H", "H", "H", "H", "H", "H", "H", "H", "H", "H", "H", "H", "H", "H", "H", "H", "H", "H", "H", "H", "H", "H", "H"],
  "xyz": [[0.205, 0.575, 0.232], [1.114, 5.430, -2.510], [0.792, 3.073, -4.421], [-1.601, 4.364, -3.171], [-1.407, 1.996, 1.723], [2.223, 0.621, 1.697], [1.636, -0.686, -1.429], [-1.846, -5.333, -0.389], [-0.765, -2.981, 3.562], [-0.374, -0.636, 1.979], [-1.567, -3.032, -1.877], [4.326, 2.035, 0.582], [-4.431, -0.051, -0.421], [0.267, 2.021, -1.024], [-2.103, 4.637, 1.405], [2.586, 3.285, 1.350], [0.120, 4.289, 1.603], [2.006, -3.252, 0.379], [-1.343, -0.503, -0.365], [0.408, 2.943, -1.732], [4.543, 3.369, 0.179], [2.174, -4.971, -2.900], [3.069, 1.985, 1.198], [-3.551, 4.438, 1.462], [5.129, 0.928, 0.064], [2.189, -4.750, -1.502], [-0.979, -3.003, 2.226], [-1.451, 5.894, 1.408], [-0.952, -1.842, 1.517], [2.002, -3.420, -0.931], [-2.141, -0.215, -1.556], [2.455, -5.823, -0.620], [0.214, 3.818, -2.834], [3.505, 4.112, 0.690], [-1.305, -1.789, 0.151], [-1.515, -4.165, 0.223], [-4.481, 1.398, -0.409], [2.512, -3.927, 2.649], [-1.266, -4.185, 1.560], [-1.127, 3.675, 1.616], [-5.725, -0.675, -0.148], [1.774, -2.320, -1.859], [-3.613, -0.655, -1.416], [2.562, -5.572, 0.749], [2.005, -3.892, -3.726], [2.345, -4.248, 1.206], [-1.507, -3.001, -0.519], [-0.129, 5.655, 1.525], [1.870, -2.615, -3.213], [1.410, 3.694, 2.280], [-3.995, 4.778, 2.446], [1.806, -1.745, -3.857], [2.602, -6.832, -1.060], [3.100, -3.024, 2.809], [1.774, 4.316, 3.207], [-1.159, -5.151, 2.106], [3.008, -4.743, 3.190], [-5.164, 1.766, 0.380], [5.936, 1.322, -0.545], [-3.599, -1.758, -1.202], [-3.987, -0.582, -2.505], [-3.966, 5.108, 0.665], [-3.486, 1.756, -0.164], [1.530, -3.713, 3.103], [4.555, 0.226, -0.532], [3.313, 5.166, 0.510], [1.198, 2.735, 3.034], [-1.980, 6.829, 1.229], [-5.584, -1.766, -0.221], [-4.857, 1.772, -1.384], [0.696, 6.390, 1.483], [2.801, -6.352, 1.467], [5.434, 3.628, -0.343], [2.012, -4.029, -4.811], [5.509, 0.355, 0.914], [-1.654, -0.679, -2.461], [-6.083, -0.376, 0.841], [-6.479, -0.349, -0.856], [-1.997, 0.866, -1.649], [-3.805, 3.375, 1.313], [2.255, -5.983, -3.350]],
  "lowdin_charge": [0.494, 0.520, 0.573, 0.462, 0.730, 0.671, 0.652, 0.083, 0.086, -0.111, 0.092, -0.099, -0.278, 0.055, -0.116, -0.003, 0.012, 0.159, -0.157, -0.264, -0.039, -0.056, -0.664, -0.033, -0.023, -0.157, -0.220, -0.049, -0.081, -0.233, -0.205, -0.010, -1.340, -0.059, -0.179, -0.202, -0.108, -0.027, 0.056, -0.646, -0.083, -0.618, -0.213, -0.018, -0.101, -0.320, -0.143, -0.084, -0.143, -0.498, 0.111, 0.090, 0.122, 0.081, 0.061, 0.160, 0.080, 0.087, 0.087, 0.114, 0.140, 0.105, 0.019, 0.069, 0.066, 0.114, 0.058, 0.121, 0.088, 0.096, 0.134, 0.104, 0.105, 0.108, 0.094, 0.128, 0.081, 0.073, 0.084, 0.038, 0.119]
}

=====

Record 4
{
  "formula": "C2H3AuO",
  "method": "wB97M-V/def2-TZVPD",
  "charge": 2,
  "s2": 2.0227,
  "homo_ev": [-21.369, -23.986],
  "orbital_gap_ha": [0.331, 0.311],
  "multiplicity": 3,
  "symbols": ["Au", "O", "C", "C", "H", "H", "H"],
  "xyz": [[-0.650, 0.919, 1.384], [0.408, 1.637, -1.272], [0.166, -0.599, -0.574], [0.445, 0.480, -1.314], [-0.611, -0.302, 2.651], [-0.781, -1.091, -0.816], [1.024, -1.044, -0.058]],
  "lowdin_charge": [0.955, 0.358, 0.167, 0.003, 0.200, 0.159, 0.157]
}